(w)
{
  "formula": "C11H12N2O2",
  "method": "ωB97M-V/def2-TZVPD",
  "species": ["C", "C", "C", "C", "C", "C", "C", "C", "C", "C", "C", "H", "H", "H", "H", "H", "H", "H", "H", "H", "H", "H", "H", "N", "N", "O", "O"],
  "positions_angstrom": [[-1.7113, 1.7971, 0.3525], [-0.7167, 2.0797, -0.7699], [-1.8742, 0.2677, 0.6117], [-0.5884, -0.4596, 0.9434], [-0.1238, -0.7618, 2.1826], [0.3994, -0.9452, 0.0054], [1.4468, -1.5341, 0.7566], [0.4869, -0.9708, -1.3929], [2.6100, -2.0438, 0.1648], [1.6200, -1.5305, -1.9783], [2.6736, -2.0547, -1.2126], [-3.2141, 2.1795, -0.8661], [-3.0037, 3.3636, 0.2590], [-1.2948, 2.2166, 1.2780], [-2.6384, 0.1244, 1.3674], [-2.3258, -0.1406, -0.2983], [-0.5413, -0.4837, 3.1362], [1.7604, -1.6313, 2.8325], [-0.3074, -0.5741, -2.0249], [3.4990, -2.4451, 0.7224], [1.6413, -1.5893, -3.0564], [3.5505, -2.4447, -1.7035], [1.0850, 2.2790, -1.1981], [-3.0148, 2.3411, 0.1125], [1.0937, -1.4242, 2.0876], [-1.0511, 2.1179, -1.9433], [0.5393, 2.2670, -0.3682]],
  "smiles": "N[C@@H](Cc1c[nH]c2ccccc12)C(=O)O",
  "lumo_energy_ev": 0.776,
  "orbital_gap_ev": 8.792
}

(x)
{
  "formula": "C11H12N2O2",
  "method": "ωB97M-V/def2-TZVPD",
  "species": ["O", "C", "C", "C", "C", "C", "N", "C", "C", "N", "C", "H", "H", "H", "H", "H", "H", "C", "C", "O", "C", "H", "H", "H", "H", "H", "H"],
  "positions_angstrom": [[-1.2974, -3.7194, 1.1156], [0.0418, -3.4306, 1.3035], [0.8804, -4.3772, 1.7691], [2.2716, -4.1044, 1.9356], [2.7296, -2.8752, 1.6202], [1.8822, -1.8575, 1.1127], [2.4471, -0.6551, 0.7904], [1.5670, 0.2145, 0.3665], [0.1747, -0.0517, 0.2343], [-0.3833, -1.2072, 0.4990], [0.5173, -2.1250, 0.9590], [-1.7412, -3.6077, 1.9649], [0.4919, -5.3644, 2.0119], [2.9370, -4.8792, 2.3052], [3.7924, -2.6609, 1.7307], [1.9252, 1.2104, 0.0995], [-0.4665, 0.7598, -0.1125], [-1.6871, 3.2310, -3.0947], [-1.4341, 3.4853, -1.6302], [-0.7642, 2.7274, -0.9650], [-2.0505, 4.7230, -1.0288], [-1.1872, 2.3114, -3.3931], [-2.7578, 3.1241, -3.2748], [-1.2919, 4.0557, -3.6899], [-3.1369, 4.6802, -1.1202], [-1.6710, 5.6120, -1.5350], [-1.7887, 4.7807, 0.0260]],
  "smiles": "Oc1cccc2nccnc12.CC(C)=O",
  "lumo_energy_ev": 0.185,
  "orbital_gap_ev": 8.956
}

Result of the stability comparison: (w) is the most stable of them.

(w)
{
  "formula": "C7H6",
  "method": "ωB97M-V/def2-TZVPD",
  "species": ["C", "C", "C", "C", "C", "C", "C", "H", "H", "H", "H", "H", "H"],
  "positions_angstrom": [[-1.8186, -0.5837, -0.2124], [-0.5174, 1.4117, 0.3968], [-1.6392, 0.7051, -0.2136], [-0.7063, -1.5337, 0.3977], [1.1633, -0.1180, -0.4861], [0.8001, 1.1021, 0.2067], [0.5430, -1.4300, 0.3733], [-2.6112, -1.0424, -0.7839], [-0.8188, 2.3678, 0.8324], [0.5707, -0.3131, -1.3219], [2.1461, -0.3946, -0.6793], [1.5641, 1.8255, 0.5998], [1.3241, -1.9968, 0.8905]],
  "lumo_energy_ev": [-0.851, -0.747],
  "orbital_gap_ev": [7.732, 7.884]
}

(x)
{
  "formula": "C7H6",
  "method": "ωB97M-V/def2-TZVPD",
  "species": ["C", "C", "C", "C", "C", "C", "C", "H", "H", "H", "H", "H", "H"],
  "positions_angstrom": [[-1.9293, 0.5167, -1.7718], [-1.8142, -0.8850, -1.4059], [-1.0820, 1.3819, -1.0354], [-0.4201, -0.1024, -1.9218], [-0.7355, -0.9272, -0.4739], [-0.3219, 0.4162, -0.2589], [1.6158, 0.7971, 1.9761], [-2.7327, 0.6500, -2.5838], [-2.1871, -1.6899, -1.8890], [-0.2906, -1.8157, -0.0050], [1.2315, 1.8175, 1.8458], [2.7127, 0.7047, 1.8485], [0.9935, 0.1974, 2.6629]],
  "lumo_energy_ev": [0.102, -0.908],
  "orbital_gap_ev": [8.882, 7.590]
}

Result of the stability comparison: (w) is the most stable of them.

(w)
{
  "formula": "C2H8NO2",
  "method": "ωB97M-V/def2-TZVPD",
  "species": ["C", "C", "N", "O", "O", "H", "H", "H", "H", "H", "H", "H", "H"],
  "positions_angstrom": [[-0.5695, 1.0859, 1.5575], [-0.2870, 0.1035, 0.5069], [0.1980, 0.2217, -0.7059], [-0.1963, 2.3638, 1.0331], [0.5173, -2.0940, -1.8508], [-1.6307, 0.9735, 1.8747], [-0.0777, 0.6635, 2.4630], [-0.2841, -0.9349, 0.9057], [0.4047, -0.6591, -1.3334], [0.3173, 1.1225, -1.1000], [-0.0920, -2.8461, -1.8034], [0.7225, 2.4803, 1.0207], [0.9774, -2.4806, -2.5681]],
  "multiplicity": 3,
  "charge": 1,
  "lumo_energy_ev": [-3.160, -9.722],
  "orbital_gap_ev": [8.455, 5.998],
  "s_squared": 2.008
}

(x)
{
  "formula": "C2H8NO2",
  "method": "ωB97M-V/def2-TZVPD",
  "species": ["C", "C", "N", "O", "O", "H", "H", "H", "H", "H", "H", "H", "H"],
  "positions_angstrom": [[1.3989, 0.4867, 0.8561], [-0.1287, -0.1213, -1.0550], [0.7238, -0.5064, 0.1279], [-2.6537, -0.2998, 0.0460], [-1.6251, 0.6315, -0.0307], [0.5347, 1.0392, 1.3861], [2.0053, 0.1239, 1.6943], [1.9216, 1.2133, 0.2218], [0.1993, 0.6825, -1.7137], [-0.5962, -1.0083, -1.3539], [0.2151, -1.1058, 0.7319], [1.4174, -1.1186, -0.4367], [-3.4126, -0.0167, -0.4743]],
  "multiplicity": 3,
  "charge": 1,
  "lumo_energy_ev": [-3.366, -6.936],
  "orbital_gap_ev": [8.901, 8.826],
  "s_squared": 2.008
}

Result of the stability comparison: (w) is the most stable of them.

(w)
{
  "formula": "C13H39B2NO8V",
  "method": "ωB97M-V/def2-TZVPD",
  "species": ["O", "V", "C", "O", "O", "O", "B", "H", "H", "H", "H", "B", "H", "H", "H", "H", "C", "O", "C", "C", "N", "C", "C", "O", "C", "H", "H", "H", "H", "H", "H", "H", "H", "H", "H", "H", "H", "H", "H", "H", "C", "C", "C", "O", "H", "H", "H", "H", "H", "H", "H", "H", "C", "C", "C", "O", "H", "H", "H", "H", "H", "H", "H", "H"],
  "positions_angstrom": [[3.1939, -8.4756, -18.2083], [3.9243, -9.3797, -17.1567], [6.5284, -9.2038, -17.4945], [5.7126, -8.2119, -17.2517], [5.8574, -10.3193, -17.6987], [7.7622, -9.1126, -17.5053], [3.3622, -8.4117, -15.1910], [4.3222, -9.1081, -15.1628], [3.1514, -8.0402, -14.0632], [3.5312, -7.5223, -15.9487], [2.4373, -9.0155, -15.6201], [2.6209, -11.2893, -17.5021], [3.0426, -10.7609, -18.4734], [3.4331, -11.3269, -16.6346], [1.6730, -10.6481, -17.1039], [2.3073, -12.3934, -17.8653], [6.8703, -10.1846, -13.8928], [6.9086, -11.4462, -14.5046], [5.6934, -12.1445, -14.4984], [5.7989, -13.3632, -15.3945], [6.1251, -13.0796, -16.7760], [5.6160, -14.1460, -17.6392], [6.1014, -13.8898, -19.0627], [7.4995, -13.8357, -19.0802], [7.9803, -13.4420, -20.3340], [5.9655, -10.0355, -13.2840], [6.8806, -9.3802, -14.6340], [7.7241, -10.0880, -13.2125], [4.8506, -11.4559, -14.6745], [5.4978, -12.5573, -13.4832], [4.8280, -13.8779, -15.2704], [6.5931, -14.0008, -14.9887], [5.6282, -12.2375, -17.0836], [4.5312, -14.3029, -17.5769], [6.1444, -15.0639, -17.3283], [5.6863, -12.9042, -19.3305], [5.7166, -14.6682, -19.7405], [9.0584, -13.3062, -20.2556], [7.5533, -12.4831, -20.6506], [7.7428, -14.2088, -21.0895], [2.5525, -14.8674, -19.9142], [1.2556, -14.4823, -20.6290], [0.2682, -13.6924, -19.7793], [1.6218, -13.6619, -21.7448], [2.8492, -14.0757, -19.2180], [3.3539, -14.9901, -20.6451], [2.5620, -15.7754, -19.3033], [0.7811, -15.3907, -21.0085], [-0.1671, -14.1259, -18.8794], [-0.5360, -13.3980, -20.4593], [0.7818, -12.7848, -19.4524], [2.2237, -12.9873, -21.4116], [1.8058, -14.0654, -15.2727], [0.5223, -13.2524, -15.0870], [0.6965, -12.1437, -14.0637], [0.0977, -12.6967, -16.3249], [1.8557, -14.5030, -16.2718], [1.9266, -14.8560, -14.5269], [2.6808, -13.4132, -15.2087], [-0.2854, -13.9283, -14.7872], [1.3910, -11.3814, -14.4210], [1.0133, -12.5296, -13.0910], [-0.2695, -11.6462, -13.9329], [0.8339, -12.1684, -16.6935]],
  "multiplicity": 2,
  "charge": -2,
  "lumo_energy_ev": [4.698, 4.697],
  "orbital_gap_ev": [6.829, 6.961],
  "s_squared": 0.768
}

(x)
{
  "formula": "C13H39B2NO8V",
  "method": "ωB97M-V/def2-TZVPD",
  "species": ["O", "V", "C", "O", "O", "O", "B", "H", "H", "H", "H", "B", "H", "H", "H", "H", "C", "O", "C", "C", "N", "C", "C", "O", "C", "H", "H", "H", "H", "H", "H", "H", "H", "H", "H", "H", "H", "H", "H", "H", "C", "C", "C", "O", "H", "H", "H", "H", "H", "H", "H", "H", "C", "C", "C", "O", "H", "H", "H", "H", "H", "H", "H", "H"],
  "positions_angstrom": [[-7.7563, 9.5085, -13.5538], [-7.0470, 8.2969, -14.3628], [-6.4786, 5.9823, -13.1994], [-6.7780, 7.0497, -12.5622], [-6.6654, 6.1655, -14.4560], [-5.9325, 4.9531, -12.7219], [-8.6794, 8.1435, -15.9094], [-7.8439, 7.4662, -16.2733], [-9.1173, 7.7674, -14.9248], [-8.2738, 9.1805, -15.7098], [-9.5613, 8.0428, -16.6652], [-5.3022, 9.6168, -15.2438], [-5.3047, 8.5285, -15.5861], [-5.4004, 9.5095, -14.1177], [-4.3799, 10.1790, -15.6729], [-6.3117, 9.9552, -15.6409], [-7.9327, 2.7102, -14.0120], [-7.7040, 3.0977, -15.3487], [-8.8612, 3.5448, -15.9736], [-8.5110, 4.1225, -17.3793], [-7.2496, 4.8024, -17.3177], [-6.7580, 5.3323, -18.5844], [-5.4526, 6.1219, -18.4508], [-5.1031, 6.5503, -19.7630], [-3.8606, 7.2375, -19.7455], [-8.4661, 3.4801, -13.4526], [-7.0143, 2.4492, -13.4943], [-8.5092, 1.7679, -14.0580], [-9.3386, 4.3707, -15.4242], [-9.6583, 2.7811, -15.9843], [-9.3543, 4.8247, -17.5047], [-8.6259, 3.3739, -18.1664], [-7.3971, 5.6163, -16.7216], [-7.5203, 5.8811, -19.1560], [-6.4837, 4.4515, -19.1765], [-4.7293, 5.3491, -18.1543], [-5.4222, 6.8820, -17.6676], [-3.6361, 7.6837, -18.7701], [-3.8488, 8.0757, -20.4397], [-3.0678, 6.4989, -19.8981], [-7.3715, 12.9204, -16.6128], [-5.9208, 13.0911, -16.1841], [-5.6552, 14.6113, -16.0918], [-5.9018, 12.5311, -14.8571], [-7.7025, 13.6396, -17.3741], [-8.0142, 13.1564, -15.7601], [-7.7322, 11.9257, -16.8789], [-5.1528, 12.5640, -16.7526], [-5.7204, 15.0523, -17.0882], [-4.7992, 14.9681, -15.5187], [-6.4951, 15.0320, -15.5271], [-5.6204, 11.6077, -15.0274], [-1.2963, 9.9785, -15.5585], [-1.3656, 11.3437, -16.2057], [-2.1262, 12.4295, -15.4616], [-0.0290, 11.8845, -16.3727], [-0.3996, 9.4257, -15.8377], [-2.1498, 9.3719, -15.8733], [-1.3991, 10.0142, -14.4719], [-1.7224, 11.1826, -17.2297], [-3.1423, 12.1726, -15.1572], [-2.2663, 13.2074, -16.2242], [-1.6034, 12.9629, -14.6703], [0.1543, 11.8906, -17.3126]],
  "multiplicity": 2,
  "charge": -2,
  "lumo_energy_ev": [4.088, 4.088],
  "orbital_gap_ev": [5.813, 5.864],
  "s_squared": 0.779
}

Result of the stability comparison: (w) is the most stable of them.

(w)
{
  "formula": "C2H5NP2",
  "method": "ωB97M-V/def2-TZVPD",
  "species": ["C", "C", "N", "P", "P", "H", "H", "H", "H", "H"],
  "positions_angstrom": [[-0.2010, 0.8986, -0.2370], [1.1016, 0.2927, -0.3321], [-0.3198, -1.8772, 1.0259], [-1.0501, 2.0171, -1.1079], [-1.3199, -0.7148, 1.1703], [1.7121, 1.0421, -0.8607], [1.7103, 0.1343, 0.5157], [0.9965, -0.5713, -0.8798], [-0.4553, -2.8607, 1.1242], [-2.1744, 1.6391, -0.4186]],
  "lumo_energy_ev": -0.515,
  "orbital_gap_ev": 7.315
}

(x)
{
  "formula": "C2H5NP2",
  "method": "ωB97M-V/def2-TZVPD",
  "species": ["C", "C", "N", "P", "P", "H", "H", "H", "H", "H"],
  "positions_angstrom": [[-1.0029, -1.4736, -0.2148], [-0.5970, -0.2009, -0.6764], [-1.2963, -2.4921, 0.2264], [-1.6169, 1.1735, 0.0180], [1.5235, -0.1797, 0.1197], [-0.4825, -0.1344, -1.7555], [-1.2779, 0.9486, 1.3552], [-0.6348, 2.1534, -0.1372], [1.1840, -0.9658, 1.2199], [1.8627, -1.3004, -0.6394]],
  "smiles": "N#CC(P)P",
  "lumo_energy_ev": -0.183,
  "orbital_gap_ev": 9.252
}

Result of the stability comparison: (x) is the most stable of them.

(w)
{
  "formula": "C3H4BrN",
  "method": "ωB97M-V/def2-TZVPD",
  "species": ["C", "C", "C", "N", "Br", "H", "H", "H", "H"],
  "positions_angstrom": [[-0.7894, -1.2924, 0.0751], [1.2492, 0.6049, -0.4447], [-0.8160, -0.0475, 0.7553], [-0.6735, -2.3194, -0.4332], [-2.0057, 1.2417, 0.0509], [0.6155, 1.1209, -1.1155], [1.3355, -0.3662, -0.8722], [1.8836, 1.1767, 0.1700], [-0.7992, -0.1188, 1.8142]],
  "lumo_energy_ev": [-1.169, -0.675],
  "orbital_gap_ev": [8.084, 8.535]
}

(x)
{
  "formula": "C3H4BrN",
  "method": "ωB97M-V/def2-TZVPD",
  "species": ["C", "C", "C", "N", "Br", "H", "H", "H", "H"],
  "positions_angstrom": [[-0.0420, 1.3508, -0.1012], [-0.3404, -0.5114, 0.6734], [0.7453, 0.1235, -0.3046], [-0.9655, 0.8185, 0.5856], [2.7569, -0.0458, 0.0425], [0.1431, 2.4005, -0.3642], [-0.8885, -1.3594, 0.2216], [-0.0512, -0.7436, 1.7245], [0.3473, -0.3557, -1.1872]],
  "lumo_energy_ev": 0.547,
  "orbital_gap_ev": 10.330
}

(y)
{
  "formula": "C3H4BrN",
  "method": "ωB97M-V/def2-TZVPD",
  "species": ["C", "C", "C", "N", "Br", "H", "H", "H", "H"],
  "positions_angstrom": [[-1.7121, 0.4892, 0.4068], [0.9924, -0.3510, -0.7880], [-0.3751, -0.0827, -0.9566], [1.5993, -0.8696, -1.7824], [-1.2586, -0.6253, -2.4774], [-2.6631, 0.6696, -0.0298], [-1.2721, 0.9599, 1.2582], [1.4454, -0.0646, 0.1639], [2.5948, -1.0308, -1.6825]],
  "lumo_energy_ev": [-0.806, -0.390],
  "orbital_gap_ev": [8.711, 8.080]
}

Result of the stability comparison: (x) is the most stable of them.

(w)
{
  "formula": "C3H2FN",
  "method": "ωB97M-V/def2-TZVPD",
  "species": ["C", "C", "C", "N", "F", "H", "H"],
  "positions_angstrom": [[-0.0446, 0.7004, -0.3398], [0.9024, -0.0515, 0.6186], [-0.9340, -0.3076, -0.3320], [0.2119, -1.1021, 0.7760], [-1.9801, -0.9238, -0.8730], [0.0103, 1.6153, -1.0388], [1.8342, 0.0694, 1.1890]],
  "smiles": "FC1=CC=N1",
  "lumo_energy_ev": 0.257,
  "orbital_gap_ev": 9.708
}

(x)
{
  "formula": "C3H2FN",
  "method": "ωB97M-V/def2-TZVPD",
  "species": ["C", "C", "C", "N", "F", "H", "H"],
  "positions_angstrom": [[0.4426, 0.6504, -0.0574], [0.7965, -0.6321, 0.0878], [-0.9673, 0.1288, -0.0205], [-0.5889, -1.1535, -0.0337], [-2.2053, 0.6087, 0.0192], [0.8877, 1.5428, -0.2706], [1.6347, -1.1451, 0.2752]],
  "lumo_energy_ev": [-0.415, -0.412],
  "orbital_gap_ev": [8.202, 8.208]
}

Result of the stability comparison: (x) is the most stable of them.